Here is a 2-piece molecular cluster, C27H21NO3 overall in a non-equilibrium geometry from the OMol25 dataset. Energies are from wB97M-V/def2-TZVPD.

```
! RIJCOSX wB97M-V def2-TZVPD def2/J DEFGRID3
* xyz 0 1
C 1.636 -2.308 -3.684
C -6.523 1.476 0.535
C 4.960 -0.496 2.285
H 3.107 0.573 2.258
H 0.180 0.508 0.847
H 2.695 -2.361 -3.930
H -2.681 -0.580 -1.593
C 0.764 2.487 1.435
C -0.758 4.281 0.872
H -6.776 1.130 -1.587
C 0.727 -3.240 -4.213
H -2.152 -2.062 -2.818
C -2.318 1.051 -0.271
C -5.580 1.673 1.551
H -3.488 1.969 2.017
C -1.891 0.040 -1.164
C 3.594 -0.397 2.181
C -4.715 1.007 -1.018
H -1.355 -3.832 -4.327
C -0.107 1.561 0.863
H 0.221 0.410 -1.163
C -0.182 -1.200 -2.489
C -1.686 3.344 0.427
O 7.637 -0.780 2.277
C -6.072 1.201 -0.763
C -4.218 1.669 1.260
C 3.417 -2.842 2.144
C 5.570 -1.769 2.287
H 5.607 0.375 2.368
C 2.784 -1.558 1.769
H -2.677 3.669 0.099
H -7.592 1.550 0.750
O 7.532 -2.974 2.277
H 1.685 2.125 1.891
H 5.298 -3.898 2.364
C -0.588 -0.195 -1.556
H 2.803 -3.736 2.186
O 1.721 -1.453 1.112
C -1.092 -2.116 -3.066
H 1.087 -4.052 -4.852
C -0.636 -3.122 -3.911
H -4.360 0.728 -2.012
C 4.780 -2.941 2.275
C -3.753 1.247 -0.011
N 6.985 -1.850 2.283
C -1.363 1.966 0.355
H -5.905 1.863 2.575
H -1.008 5.341 0.816
H 1.873 -0.608 -2.356
H 1.161 4.583 1.833
C 1.188 -1.311 -2.825
C 0.462 3.854 1.416
*
```

Output
LUMO energy: -0.1228 hartree
Energy above the lowest of the compared OMol25 structures with the same formula, charge and spin: 71.5 kJ/mol
HOMO: -6.032 eV

=====

Here is C27H22BrF6IN4NdO6S2 as an isolated structure in a non-equilibrium geometry from the OMol25 dataset. Energies are from wB97M-V/def2-TZVPD.

```
! RIJCOSX wB97M-V def2-TZVPD def2/J DEFGRID3
* xyz 1 4
C -11.861 0.971 21.423
F -7.679 2.148 18.037
C -8.629 -2.900 16.536
N -10.882 1.901 15.943
C -8.350 2.217 16.814
H -10.436 -6.485 16.275
H -13.223 -8.503 10.692
O -11.473 -0.482 15.263
C -14.237 -0.663 18.306
C -13.117 -6.359 16.197
H -6.999 -3.092 15.169
C -12.951 -6.477 11.385
C -10.790 -5.741 17.019
O -8.837 -2.380 17.694
H -10.287 -1.922 20.519
H -17.105 -0.326 16.556
H -9.360 -0.415 20.491
O -9.526 -3.002 15.625
C -11.814 1.326 13.448
F -8.295 3.507 16.437
C -13.920 0.964 20.253
O -10.439 2.651 18.349
N -13.674 -1.688 17.611
H -9.196 -7.503 12.008
S -11.924 0.922 15.352
C -10.235 -7.181 11.804
C -13.899 -3.826 16.494
C -12.514 -7.774 11.107
C -12.170 -5.341 16.599
C -15.475 -0.153 17.900
C -14.479 -6.040 16.087
I -12.490 -3.566 12.515
C -13.083 1.573 21.202
C -16.176 -0.832 16.834
H -11.185 1.426 22.165
Nd -11.006 -1.820 17.170
F -10.574 0.809 13.068
H -13.467 2.467 21.737
S -10.146 1.692 17.350
C -10.182 -0.899 20.952
N -12.591 -4.075 16.707
O -13.244 1.034 15.943
C -14.360 -2.393 16.706
H -6.449 -3.294 16.877
H -10.821 -6.177 17.990
N -12.229 -0.687 19.708
C -13.454 -0.095 19.455
Br -14.779 -5.960 11.328
F -7.725 1.397 15.969
H -15.850 0.738 18.330
C -11.488 -0.148 20.718
H -10.102 -4.895 17.056
C -12.023 -5.534 11.919
H -10.821 -9.084 11.077
H -12.864 -7.414 16.055
F -11.788 2.616 13.090
F -12.873 0.688 12.837
H -10.047 -5.341 12.819
H -15.120 -6.928 15.873
O -10.093 0.283 17.800
H -15.907 -4.361 16.138
C -15.638 -1.940 16.239
C -10.704 -5.958 12.206
H -7.504 -4.573 15.915
C -7.273 -3.510 16.147
H -10.039 -1.124 22.006
C -14.881 -4.726 16.160
H -16.250 -2.500 15.537
C -11.161 -8.078 11.250
H -14.739 1.514 19.908
*
```

Output
LUMO energy (spin up / spin down): -0.1326 / -0.1218 hartree
Energy above the lowest of the compared OMol25 structures with the same formula, charge and spin: 140.3 kJ/mol
⟨S²⟩: 3.75
HOMO (spin up / spin down): -10.907 / -10.907 eV

=====

Here is C27H22CaN8O10S5 as an isolated structure in a non-equilibrium geometry from the OMol25 dataset. Energies are from wB97M-V/def2-TZVPD.

```
! RIJCOSX wB97M-V def2-TZVPD def2/J DEFGRID3
* xyz -2 1
N -3.049 -1.562 2.567
H -4.367 2.148 -1.845
C -1.999 -3.674 2.455
C 1.888 -2.375 -5.533
H -4.112 -3.396 2.827
H -1.645 -0.485 3.116
Ca 0.504 1.160 -0.461
H -2.654 4.764 -4.792
C -3.161 -2.931 3.111
O -0.264 -0.703 0.498
H -2.132 -4.756 2.475
N -4.923 3.616 -4.052
S -0.734 -0.583 -2.694
C -2.305 2.522 -1.653
C -1.074 3.098 -2.229
C 4.600 -1.773 -1.032
H 2.846 0.991 4.006
N 2.630 0.145 -0.999
N -0.213 4.741 -3.944
O -0.837 -0.229 2.602
S 2.124 4.418 1.450
O 2.444 -2.488 -6.601
O -3.257 1.070 -0.083
C 3.033 -0.406 0.161
H -3.101 -2.923 4.200
H -2.801 -3.522 0.452
H 2.840 0.275 -3.036
N -2.253 1.782 -0.437
S 0.745 -1.088 -5.138
H -1.061 -3.434 2.968
C 3.215 -0.214 -2.143
C 2.109 -1.992 2.602
C 1.088 3.286 2.152
C -2.293 -1.608 1.304
C 4.016 -1.399 0.161
S 0.960 -3.433 -1.508
H -0.380 4.574 2.499
O 0.074 2.780 -1.816
H 5.364 -2.542 -1.040
O -4.999 4.281 -5.075
C -1.312 3.975 -3.324
O -0.431 5.272 -5.030
C -3.512 2.650 -2.268
C 2.422 -0.633 2.676
C 4.213 -1.161 -2.217
H 1.921 -2.437 1.629
S 2.097 -3.499 -4.188
C 2.615 -0.062 3.934
H 4.323 -1.850 1.094
C -3.618 3.451 -3.418
H -0.804 2.932 2.644
C -1.993 -3.085 1.044
C -2.550 4.127 -3.930
N -0.089 3.642 2.749
C 1.046 -2.721 -3.011
H 4.647 -1.425 -3.171
O 0.861 4.779 -3.389
C -1.024 -0.801 1.439
N 1.334 1.951 2.303
O -5.863 2.981 -3.603
C 1.993 -2.767 3.748
C 2.497 -0.837 5.082
H 2.642 -0.375 6.051
H 1.745 -3.819 3.661
C 2.457 0.157 1.426
H 2.083 -2.788 5.897
C 2.184 -2.190 4.999
H -3.939 -1.104 2.440
N 1.964 1.364 1.307
H -1.061 -3.212 0.486
C 0.372 -1.549 -3.481
O -1.259 2.019 0.434
H -2.826 -1.119 0.488
*
```

Output
LUMO energy (spin up / spin down): 0.1430 / 0.1163 hartree
Energy above the lowest of the compared OMol25 structures with the same formula, charge and spin: 18.7 kJ/mol
HOMO (spin up / spin down): -2.490 / -1.735 eV